Entry 1:
A single C6H7NO molecule in a non-equilibrium geometry, computed with ωB97M-V/def2-TZVPD.

Last column: natural (NBO) charge in e.
Geometry (Å):
1 O 2.3931 -1.3295 -0.1140  -0.520
2 N -0.8698 -0.9606 -0.6248  -0.595
3 C -1.0276 -0.4730 0.6888  -0.051
4 C 1.2414 -0.8738 0.0222  0.610
5 C 0.3598 -0.3838 1.2565  -0.351
6 C 0.3664 -0.3967 -1.0892  -0.174
7 C -0.3715 0.9414 0.7501  -0.252
8 C 0.1996 1.0855 -0.6438  -0.420
9 H -0.4414 1.6826 1.6689  0.258
10 H -1.6064 -0.7145 -1.2442  0.364
11 H 1.1156 1.5439 -0.7646  0.216
12 H 0.5356 -0.5225 2.2876  0.242
13 H -1.9030 -0.7157 1.2767  0.232
14 H 0.4730 -0.5428 -2.1594  0.238
15 H -0.4648 1.6596 -1.3109  0.205

Atomic forces in eV per Å
O -3.36 1.09 1.16
N -1.37 -2.02 -0.75
C 0.45 1.66 1.07
C 3.58 -0.31 0.48
C 0.16 -0.41 -2.27
C -1.53 1.36 0.86
C 1.35 -1.22 2.27
C -1.64 0.79 -1.10
H -0.26 -1.29 -2.66
H -0.89 0.23 -0.34
H 2.17 1.25 0.39
H 0.48 -0.27 0.72
H 0.14 -0.18 -0.14
H 0.81 -0.29 0.27
H -0.11 -0.39 0.06

E_LUMO (eV): 0.908
Calculated total energy (Ha): -362.7401
SMILES: O=C1[C@H]2[C@H]3C[C@@H]1N[C@H]32
Frontier orbital gap (Eh): 0.35375
Energy relative to the best compared isomer or geometry (same formula, charge and spin) (kJ/mol): 192.6
HOMO (eV): -8.72

---

Entry 2:
A single C7H12N2 molecule in a non-equilibrium geometry, computed with ωB97M-V/def2-TZVPD.

Last column: natural (NBO) charge in e.
Geometry (Å):
1 N -1.1081 0.2608 0.9230  -0.135
2 N -1.4145 1.0495 -0.1827  -0.231
3 C 0.6922 0.0969 -0.6398  -0.151
4 C -2.2642 -0.4406 1.4402  -0.394
5 C -0.4549 1.0093 -1.0023  0.143
6 C 0.0612 0.7008 1.7485  -0.438
7 C 0.2136 -0.3717 0.7316  -0.105
8 C 1.9973 0.8883 -0.5462  -0.603
9 C 0.8127 -1.0371 -1.6608  -0.597
10 H 2.2323 1.3555 -1.5016  0.202
11 H -2.6734 -1.1071 0.6795  0.205
12 H 1.0345 -0.6356 -2.6486  0.214
13 H 1.8932 1.6523 0.2228  0.253
14 H 1.6191 -1.7098 -1.3715  0.216
15 H 0.2320 -1.4494 0.9120  0.199
16 H -0.1135 -1.6093 -1.7201  0.209
17 H -3.0202 0.2897 1.7224  0.226
18 H -0.0815 0.2689 2.7554  0.154
19 H -1.9761 -1.0168 2.3158  0.218
20 H -0.4933 1.5838 -1.9103  0.205
21 H 2.8117 0.2217 -0.2672  0.210

Atomic forces in eV per Å
N 0.10 -0.80 0.20
N -0.90 1.12 -0.90
C 0.23 0.00 -0.09
C -0.38 -0.35 0.12
C 0.22 -0.50 0.40
C 0.60 0.25 0.92
C 0.18 -0.26 -0.05
C -0.14 0.02 0.09
C -0.14 0.14 0.14
H 0.08 0.01 -0.07
H -0.02 0.05 0.01
H 0.04 -0.04 -0.09
H 0.04 0.00 -0.02
H 0.06 -0.04 -0.01
H -0.02 0.11 0.10
H -0.03 -0.05 -0.03
H 0.05 0.04 -0.01
H -0.11 0.09 -0.37
H 0.10 0.04 -0.04
H -0.07 0.22 -0.23
H 0.11 -0.04 -0.04

E_LUMO (eV): 0.830
Calculated total energy (Ha): -383.2838
Frontier orbital gap (Eh): 0.29727
Energy relative to the best compared isomer or geometry (same formula, charge and spin) (kJ/mol): 366.1
HOMO (eV): -7.26

---

Entry 3:
A molecular structure, C14H38Mn2N2O10S in a non-equilibrium geometry, computed with ωB97M-V/def2-TZVPD.

Last column: Mulliken spin population.
Geometry (Å):
1 Mn -27.6733 -9.7064 -5.8816  4.905
2 Mn -26.1873 -4.5933 -11.0461  4.904
3 S -26.8105 -7.1468 -8.6948  -0.006
4 O -26.5632 -7.3468 -10.0891  0.026
5 O -28.0510 -7.8122 -8.3140  0.015
6 O -26.9793 -8.6233 -4.0580  0.019
7 O -31.2770 -8.5902 -10.6143  0.000
8 O -27.9829 -4.5507 -12.5639  0.014
9 O -23.9714 -4.7533 -11.4877  0.011
10 O -25.9157 -7.8974 -7.8566  0.015
11 O -22.2979 -9.9294 -7.5716  0.000
12 O -27.1607 -11.4616 -7.0101  0.014
13 O -26.8124 -5.7289 -8.4873  0.012
14 N -25.5808 -4.6957 -13.6989  0.029
15 N -25.6589 -10.9286 -4.7877  0.042
16 C -25.7689 -8.9783 -3.4316  0.008
17 C -29.0290 -3.6524 -12.2238  0.004
18 C -22.2813 -10.8353 -8.7252  0.000
19 C -26.6521 -5.5816 -14.3254  0.004
20 C -25.7437 -10.5256 -3.3873  -0.017
21 C -22.9511 -4.6957 -10.4194  0.007
22 C -27.4106 -11.8125 -8.3853  0.009
23 C -26.0458 -12.3725 -5.0059  -0.002
24 C -27.3627 -7.2459 -4.0060  0.006
25 C -27.9774 -4.9149 -13.9579  -0.005
26 C -24.3119 -5.4162 -13.7112  -0.004
27 C -23.3990 -4.6348 -12.7603  0.002
28 C -26.4845 -12.6106 -6.4932  -0.003
29 C -32.5298 -8.7626 -9.8399  0.000
30 H -26.8343 -12.7127 -4.3347  -0.008
31 H -21.5898 -10.5227 -9.5076  0.000
32 H -28.2323 -7.2393 -4.6631  0.002
33 H -25.1949 -13.0421 -4.8803  0.003
34 H -27.7569 -12.8276 -8.5795  0.004
35 H -28.8646 -5.5390 -14.0648  0.000
36 H -24.8594 -10.7957 -2.8101  0.001
37 H -23.0748 -9.3817 -7.7055  0.000
38 H -27.8493 -7.0808 -3.0448  0.002
39 H -26.5396 -11.5319 -8.9776  -0.001
40 H -28.9430 -3.2464 -11.2159  0.001
41 H -28.1098 -11.1167 -8.8491  -0.005
42 H -23.2961 -10.9440 -9.1081  0.000
43 H -24.6719 -10.8176 -4.9714  0.007
44 H -30.5423 -8.5453 -9.9981  0.000
45 H -22.5427 -3.6869 -10.3586  0.000
46 H -23.0750 -3.6355 -13.0511  -0.002
47 H -29.0496 -2.8290 -12.9377  -0.001
48 H -22.1502 -5.4204 -10.5653  0.002
49 H -24.5266 -6.4634 -13.4982  -0.003
50 H -24.9575 -8.5022 -3.9821  -0.002
51 H -25.6026 -12.8775 -7.0756  -0.001
52 H -32.9212 -9.7799 -9.8502  0.000
53 H -26.6588 -6.5872 -13.9048  -0.003
54 H -33.2555 -8.0304 -10.1939  0.000
55 H -23.8155 -5.4453 -14.6811  0.001
56 H -32.1939 -8.5195 -8.8319  0.000
57 H -25.6635 -8.6839 -2.3874  0.001
58 H -26.4596 -6.7169 -4.3106  -0.004
59 H -22.0413 -11.8701 -8.4809  0.000
60 H -22.5183 -5.2734 -12.6915  -0.001
61 H -26.6028 -10.8170 -2.7831  -0.006
62 H -23.3513 -4.9811 -9.4466  -0.001
63 H -28.2462 -4.1656 -14.7026  -0.001
64 H -26.5228 -5.7541 -15.3938  0.002
65 H -27.2237 -13.4093 -6.5543  0.000
66 H -29.8890 -4.3074 -12.3633  0.000
67 H -25.3562 -3.9292 -14.3170  0.005

Atomic forces in eV per Å
Mn 2.39 0.73 -0.93
Mn -0.08 -2.32 -0.60
S -0.94 -2.97 1.07
O 1.07 0.24 -4.26
O -4.04 -0.54 0.70
O -1.14 -1.29 -0.71
O -1.32 -0.47 -0.07
O 2.35 0.70 0.59
O -0.57 0.66 2.76
O 3.85 -0.69 2.05
O 0.09 -1.19 -0.98
O -0.38 -0.35 -0.39
O 0.24 4.40 0.31
N -0.56 -1.86 -0.68
N -1.81 -1.78 0.30
C 0.66 -1.13 0.83
C -0.96 -0.50 -0.90
C -0.58 0.10 0.55
C -0.39 1.05 1.14
C 0.85 2.22 0.26
C -0.15 0.04 0.23
C -0.36 1.92 -1.92
C 0.31 0.16 -1.45
C -0.74 -0.89 0.03
C -0.86 -0.96 -0.60
C 0.54 0.95 -0.06
C 0.85 -2.94 -0.74
C 0.22 0.00 2.14
C 2.12 0.68 0.03
H 0.01 0.48 0.17
H -0.10 0.27 0.10
H 0.38 0.86 -0.66
H 0.03 0.02 0.39
H 0.20 0.01 0.58
H 0.27 -0.82 -0.05
H 0.08 -0.31 -0.01
H -0.03 0.26 0.03
H 0.87 0.59 0.34
H 0.50 -0.68 0.25
H 0.11 -0.40 0.05
H -0.55 0.03 0.60
H -0.04 0.41 -0.37
H 0.10 0.08 -0.89
H -0.02 0.04 0.08
H -0.01 -0.04 -0.13
H -0.53 0.17 -0.01
H -0.08 0.08 0.05
H -0.09 0.04 -0.64
H 0.54 0.09 0.85
H 0.27 -0.31 -0.14
H -0.15 0.38 -0.37
H 0.12 0.04 -0.35
H 0.51 0.13 0.51
H 0.03 -0.21 0.02
H -0.14 0.20 -0.35
H -0.81 0.02 0.32
H -0.64 0.64 0.03
H -0.69 0.86 0.15
H 0.47 0.21 0.69
H 0.54 0.35 -0.25
H -0.27 -0.45 -0.63
H -0.69 0.18 -0.24
H 0.50 1.21 0.69
H -0.11 0.49 -0.11
H 0.34 -0.33 0.19
H -0.75 0.78 0.49
H -0.86 0.65 -0.07

Multiplicity: 11
E_LUMO (spin up / spin down) (eV): -6.363 / -6.745
Calculated total energy (Ha): -4117.5766
Frontier orbital gap (spin up / spin down) (Eh): 0.22307 / 0.20753
Charge: +2
Energy relative to the best compared isomer or geometry (same formula, charge and spin) (kJ/mol): 479.2
HOMO (spin up / spin down) (eV): -12.43 / -12.39

---

Entry 4:
A single C4H9NO3 molecule in a non-equilibrium geometry, computed with ωB97M-V/def2-TZVPD.

Last column: natural (NBO) charge in e.
Geometry (Å):
1 O 1.6037 -1.4480 -0.0797  -0.738
2 O -2.9332 -0.1631 -0.5394  -0.656
3 O -2.0092 0.3934 1.3163  -0.622
4 N 0.7825 1.5280 -0.7804  -0.872
5 C -1.9006 -0.1821 0.2013  0.790
6 C -0.6344 -0.8711 -0.3128  -0.504
7 C 1.0201 0.8147 0.6717  -0.247
8 C 0.5732 -0.5926 0.5467  0.064
9 H 1.6552 1.0243 -1.4342  0.369
10 H -0.5396 -0.2288 -1.4211  0.246
11 H -2.9556 -0.6559 -1.4708  0.505
12 H 2.0180 0.9889 0.7605  0.195
13 H 0.8494 2.4620 -0.5374  0.356
14 H 2.4174 -1.6219 0.6759  0.468
15 H -0.7167 -1.8632 -0.3970  0.231
16 H 0.4743 1.4732 1.4136  0.226
17 H 0.2956 -1.0579 1.3869  0.187

Atomic forces in eV per Å
O 3.17 -0.07 3.42
O -3.40 -1.39 -4.88
O 0.92 -1.64 -2.89
N 2.29 -5.79 -0.11
C 2.23 0.98 4.77
C -0.34 6.96 -2.80
C -3.43 2.87 -2.66
C 1.24 -0.51 -3.23
H -3.13 2.79 2.43
H 0.12 -2.34 2.94
H 0.81 1.46 3.11
H 2.94 -0.38 1.06
H 1.00 2.37 -0.33
H -3.60 0.87 -3.24
H -0.61 -3.79 -0.74
H 0.32 -1.19 -0.81
H -0.54 -1.22 3.97

E_LUMO (eV): 0.505
Calculated total energy (Ha): -438.1774
SMILES: NC[C@H](O)CC(=O)O
Frontier orbital gap (Eh): 0.36872
Energy relative to the best compared isomer or geometry (same formula, charge and spin) (kJ/mol): 398.3
HOMO (eV): -9.53

---

Entry 5:
A gas-phase ion, C12H33IN2O4P3 (charge -1) in a non-equilibrium geometry, computed with ωB97M-V/def2-TZVPD.

Last column: natural (NBO) charge in e.
Geometry (Å):
1 I -0.0502 -0.9135 3.6227  -0.651
2 P -1.8785 0.8568 -1.2911  2.403
3 P 0.2989 2.5328 2.8562  0.907
4 P 0.5986 0.7375 1.3810  1.219
5 O -2.6642 1.6830 -2.4313  -0.830
6 O -2.7312 1.1570 0.0150  -0.832
7 O 0.6042 -0.7071 0.4749  -0.871
8 O -1.7451 -0.5701 -1.6346  -1.124
9 N 1.0718 3.9199 2.6894  -1.365
10 N 3.5080 -2.6131 3.3023  -0.849
11 C 1.3901 -0.9824 -0.6540  -0.038
12 C 3.1650 -0.2940 2.6185  -0.415
13 C 0.6378 1.9608 -0.0717  -0.759
14 C -2.4338 0.4510 -4.5472  -0.643
15 C -0.4063 1.8928 -1.2123  -0.813
16 C -4.6206 -0.3685 0.2119  -0.639
17 C 2.1624 -2.8542 -2.1363  -0.606
18 C 2.4563 0.7417 1.7451  -0.714
19 C -3.3693 0.9807 -3.4653  -0.056
20 C -3.3029 0.0849 0.8037  -0.068
21 C 3.0501 -1.7573 2.2008  -0.234
22 C 1.1413 -2.4069 -1.0986  -0.424
23 H 2.7651 -2.6623 3.9960  0.365
24 H 3.6372 -3.5605 2.9626  0.342
25 H -2.5838 -0.7347 0.8435  0.219
26 H 2.0209 -1.9608 1.9033  0.209
27 H -3.4103 0.4959 1.8050  0.198
28 H 1.6989 3.9374 1.8941  0.350
29 H 0.1244 -2.4661 -1.4904  0.224
30 H 2.9366 0.7843 0.7622  0.205
31 H -4.4533 -1.0090 -0.6551  0.215
32 H -4.0863 1.6998 -3.8585  0.178
33 H 1.1826 -3.0506 -0.2152  0.206
34 H -0.7983 2.8973 -1.3829  0.253
35 H -2.8554 0.6056 -5.5426  0.200
36 H -3.9236 0.1577 -3.0064  0.185
37 H 1.8331 -3.7343 -2.6929  0.202
38 H 2.4610 -0.8311 -0.4478  0.153
39 H 4.2284 -0.0309 2.6520  0.196
40 H -1.1166 2.6737 2.7950  -0.098
41 H 2.7960 -0.2114 3.6419  0.225
42 H 2.6278 1.7234 2.1959  0.228
43 H -5.1986 -0.9238 0.9532  0.212
44 H 0.5611 2.9546 0.3685  0.240
45 H -0.7915 0.6470 1.3617  -0.067
46 H 2.3489 -2.0658 -2.8735  0.193
47 H 3.1280 -3.0977 -1.6845  0.197
48 H 0.0707 1.6089 -2.1584  0.236
49 H -2.2209 -0.6069 -4.4057  0.229
50 H -5.2095 0.4972 -0.1010  0.207
51 H -1.4845 0.9860 -4.4989  0.217
52 H 0.3794 2.0640 4.1808  -0.051
53 H 3.6916 -1.9534 1.3333  0.163
54 H 1.1322 -0.3008 -1.4787  0.154
55 H 1.6260 1.9356 -0.5358  0.218

Atomic forces in eV per Å
I -0.33 -0.39 0.65
P -0.06 -0.02 0.19
P 0.05 0.01 0.09
P 0.33 0.56 -1.15
O 0.10 0.05 -0.13
O -0.04 0.00 0.00
O -0.17 0.07 0.01
O 0.02 0.04 -0.01
N -0.02 -0.15 0.05
N 0.03 -0.15 -0.02
C 0.15 0.35 0.09
C -0.09 -0.03 0.09
C 0.06 -0.06 0.10
C 0.01 0.05 -0.03
C 0.06 -0.06 -0.07
C -0.08 0.09 0.00
C 0.12 -0.01 -0.21
C 0.07 0.02 0.00
C -0.02 -0.21 0.27
C 0.23 -0.08 -0.13
C 0.02 0.13 -0.17
C -0.04 -0.17 0.06
H 0.03 0.09 -0.03
H -0.05 0.04 0.04
H -0.02 0.01 0.09
H 0.02 -0.07 0.00
H -0.04 0.03 -0.01
H -0.05 0.03 -0.02
H 0.01 0.02 0.01
H -0.05 -0.09 -0.03
H 0.01 0.02 0.00
H 0.05 0.04 -0.03
H 0.00 0.02 -0.04
H -0.06 0.00 -0.03
H -0.02 -0.06 0.03
H -0.06 0.04 -0.11
H -0.03 0.00 0.08
H -0.04 -0.12 0.03
H -0.01 0.03 0.04
H -0.08 -0.03 -0.04
H -0.02 0.00 -0.02
H 0.07 0.02 -0.07
H 0.05 -0.05 -0.02
H 0.01 0.03 -0.04
H -0.16 -0.14 0.28
H -0.06 -0.01 0.01
H -0.05 0.06 0.05
H 0.07 0.06 0.05
H 0.02 0.03 0.03
H 0.00 -0.03 0.06
H -0.03 0.05 -0.05
H 0.04 0.05 0.05
H 0.01 0.04 0.02
H 0.03 -0.06 -0.03
H 0.02 -0.08 0.03

E_LUMO (eV): 2.740
Calculated total energy (Ha): -2209.3560
Frontier orbital gap (Eh): 0.26835
Charge: -1
HOMO (eV): -4.56

---

Entry 6:
A molecular structure, C17H22N2O in a non-equilibrium geometry, computed with ωB97M-V/def2-TZVPD.

Last column: natural (NBO) charge in e.
Geometry (Å):
1 O -2.4413 -2.3427 -0.2736  -0.617
2 N 1.4283 -1.5661 0.0590  -0.399
3 N -0.9718 -0.7590 -1.2937  -0.676
4 C -2.9545 2.5880 -0.1010  -0.385
5 C -0.1502 -1.6667 -1.7859  -0.237
6 C 3.2736 1.2674 0.6162  0.085
7 C 3.5452 0.7974 -1.3932  -0.125
8 C 0.7474 -2.2573 -0.8322  -0.170
9 C 2.8099 -0.1741 -1.6218  -0.292
10 C 0.2202 -2.3438 2.1851  -0.616
11 C -1.8023 1.0036 1.2520  -0.419
12 C 1.2111 -1.3886 1.3942  0.217
13 C 2.4864 0.2868 0.8322  -0.240
14 C -1.5717 2.4194 0.4986  -0.398
15 C -2.1269 -1.0775 -0.3043  0.684
16 C -3.2411 1.3290 -1.0761  -0.332
17 C 3.7816 1.6494 -0.3899  -0.338
18 C 2.1698 -0.4648 -0.3807  0.156
19 C -2.7630 0.0999 0.3009  -0.262
20 C 1.8397 -0.1852 1.8814  -0.279
21 H -0.8760 -2.6306 -2.2545  0.211
22 H 1.5989 0.1177 2.9366  0.244
23 H 3.4123 2.0885 1.9008  0.085
24 H -4.2230 1.0646 -1.0218  0.202
25 H -1.2929 3.0566 1.2234  0.211
26 H 0.1558 -3.1107 -0.3818  0.251
27 H -2.3696 1.2093 2.2570  0.221
28 H -0.5982 0.1557 -1.2199  0.383
29 H -3.7280 2.8141 0.5572  0.217
30 H 4.1630 1.3816 -2.4526  0.149
31 H 0.5001 -3.2107 2.2135  0.183
32 H -0.8781 0.4336 1.2243  0.240
33 H 0.1047 -2.0923 3.2861  0.224
34 H -0.9452 -2.3447 1.8587  0.230
35 H -3.4563 -0.1354 0.7380  0.151
36 H 0.4056 -1.2366 -2.6174  0.203
37 H 2.6628 -0.8890 -2.3640  0.239
38 H -0.7385 2.3624 -0.3321  0.199
39 H 4.4998 2.6115 -0.7053  0.238
40 H 1.6140 -3.1372 -1.5405  0.136
41 H -2.7145 0.8194 -1.7867  0.227
42 H -2.7873 3.4573 -1.0861  0.200

Atomic forces in eV per Å
O 0.89 5.84 0.45
N 2.49 4.60 1.79
N -6.22 3.00 4.51
C 3.33 1.58 -8.02
C -0.62 -4.57 -4.86
C -0.85 5.77 16.24
C 7.78 8.00 -9.38
C 0.67 -10.01 -2.39
C -5.44 -6.18 2.99
C -4.79 10.44 0.08
C -1.21 0.08 -1.53
C -1.87 0.36 3.06
C -2.36 -3.53 -4.36
C -0.72 -4.66 -2.44
C 2.35 -5.01 -3.50
C 1.07 -0.55 8.11
C 7.78 7.39 -9.59
C 0.29 -0.96 2.41
C 13.33 6.64 -8.53
C -4.34 -5.29 3.40
H 2.30 2.65 1.13
H 0.94 0.02 -1.42
H -0.15 -2.17 -3.62
H -2.94 -0.26 -0.75
H 0.90 2.75 2.20
H 0.74 1.14 0.24
H 1.54 -0.70 -1.73
H 0.10 0.98 0.24
H -1.39 0.30 0.84
H -1.74 -2.38 2.59
H 3.21 -9.75 -0.27
H 0.27 0.20 1.30
H 0.61 0.40 -1.29
H 2.85 0.17 0.13
H -13.56 -4.46 8.13
H -0.17 0.02 -0.33
H 0.20 -0.38 -1.81
H -1.65 -0.01 1.65
H -2.19 -2.71 1.71
H -2.23 2.68 1.70
H 1.77 0.22 -2.43
H -1.00 -1.63 3.34

E_LUMO (eV): 0.670
Calculated total energy (Ha): -845.1960
Frontier orbital gap (Eh): 0.31405
Energy relative to the best compared isomer or geometry (same formula, charge and spin) (kJ/mol): 1589.5
HOMO (eV): -7.88

---

- Which formula does entry 2 have?
  C7H12N2